This record from the Open Molecules 2025 dataset describes a structure of composition C41H31F6N2O6PdS4 at a distorted geometry. The level of theory is ωB97M-V/def2-TZVPD.

CARTESIAN COORDINATES (ANGSTROEM)
Pd: -1.251 -0.445 0.129
O: -0.872 0.514 2.639
C: 0.445 0.436 3.218
C: 1.178 -0.850 2.814
C: 1.712 -1.029 1.418
C: 2.877 -1.781 1.297
C: 3.456 -1.951 0.058
C: 2.884 -1.318 -1.027
C: 1.721 -0.582 -0.848
C: 1.127 0.130 -2.030
C: -0.112 -0.582 -2.639
O: -1.219 -0.298 -1.858
C: -0.451 -0.047 -4.038
C: 0.295 0.885 -4.742
C: -0.115 1.322 -6.000
C: -1.280 0.834 -6.563
C: -2.042 -0.093 -5.857
C: -1.632 -0.523 -4.610
C: 0.194 -2.083 -2.742
C: -0.322 -2.994 -1.830
C: 0.063 -4.329 -1.867
C: 0.954 -4.773 -2.831
C: 1.453 -3.875 -3.766
C: 1.074 -2.543 -3.721
N: 1.118 -0.478 0.351
C: 0.355 0.515 4.753
C: 1.381 0.089 5.596
C: 1.282 0.217 6.974
C: 0.149 0.772 7.547
C: -0.875 1.207 6.721
C: -0.766 1.084 5.344
C: 1.178 1.674 2.668
C: 0.715 2.343 1.538
C: 1.405 3.432 1.025
C: 2.571 3.877 1.632
C: 3.030 3.229 2.768
C: 2.336 2.143 3.282
H: 0.543 -1.688 3.078
H: 2.042 -0.949 3.465
H: 3.314 -2.221 2.183
H: 4.357 -2.541 -0.056
H: 3.317 -1.392 -2.014
H: 1.916 0.227 -2.775
H: 0.795 1.126 -1.728
H: 1.205 1.296 -4.325
H: 0.484 2.050 -6.534
H: -1.599 1.174 -7.540
H: -2.961 -0.476 -6.282
H: -2.230 -1.231 -4.048
H: -1.037 -2.679 -1.082
H: -0.341 -5.010 -1.128
H: 1.254 -5.814 -2.861
H: 2.136 -4.214 -4.537
H: 1.465 -1.848 -4.457
H: 2.283 -0.359 5.202
H: 2.097 -0.127 7.599
H: 0.063 0.857 8.623
H: -1.773 1.639 7.142
H: -1.576 1.432 4.729
H: -0.206 2.035 1.066
H: 1.019 3.937 0.149
H: 3.107 4.729 1.232
H: 3.925 3.575 3.270
H: 2.705 1.670 4.182
S: -3.645 1.891 -1.439
C: -5.088 0.938 -1.261
C: -6.194 1.517 -1.906
C: -7.419 0.894 -1.918
C: -7.543 -0.339 -1.269
C: -6.463 -0.918 -0.645
C: -5.184 -0.314 -0.615
S: -3.919 -1.204 0.172
H: -6.070 2.483 -2.386
H: -8.268 1.356 -2.403
H: -8.499 -0.850 -1.259
H: -6.566 -1.878 -0.157
F: -3.498 2.609 4.172
C: -3.377 2.239 2.899
F: -4.564 2.095 2.351
F: -2.644 3.113 2.241
S: -2.315 -0.405 2.648
O: -2.690 1.612 -0.326
O: -2.749 -0.736 3.988
N: -1.679 -1.770 1.863
S: -1.384 -3.170 2.538
O: -0.844 -3.097 3.868
O: -0.730 -4.004 1.567
C: -3.030 -3.998 2.758
F: -3.943 -3.212 3.310
F: -2.853 -5.065 3.553
F: -3.487 -4.431 1.585

Calculated values
E in Ha: -4461.6904
2S+1: 5
Molar mass in g/mol: 996.38
E_LUMO (spin up / spin down) in eV: 2.39 / 1.21
Total charge: -1
⟨S²⟩: 6.03
Kohn-Sham gap (spin up / spin down) in eV: 6.9 / 5.8